No. 1
DFT (ωB97M-V/def2-TZVPD) results for a structure of composition C3H2MnO2 in a non-equilibrium geometry.

- Net charge: +1
- Lowest unoccupied orbital energy (spin up / spin down): -7.1 / -7.1 eV
- Spin multiplicity: 7
- <S²>: 12.009

XYZ file:
```
8
C3H2MnO2, DFT ωB97M-V/def2-TZVPD
C 1.04763 -0.64171 -0.46209
C -0.96851 0.36601 -0.58991
H 1.79735 0.27336 0.47795
O 0.09922 -0.18211 -1.28503
O -0.57598 0.43960 0.71428
Mn -2.62833 1.08772 -1.35310
C 0.62232 -0.29174 0.85461
H 0.60630 -1.05114 1.64328
```

=====

No. 2
DFT (ωB97M-V/def2-TZVPD) results for the molecule C3H2N2 in a non-equilibrium geometry.

- SMILES: N#CCC#N
- Lowest unoccupied orbital energy: 0.3 eV
- Spin multiplicity: 1

XYZ file:
```
7
C3H2N2, DFT ωB97M-V/def2-TZVPD
N 2.01915 -1.11963 -0.07191
H -0.09199 0.97942 0.96769
C -0.02837 0.46474 -0.04690
C -1.23879 -0.27112 -0.15231
N -2.10552 -1.09614 0.00806
C 1.16365 -0.30576 0.04738
H 0.28186 1.34850 -0.75202
```

=====

No. 3
DFT (ωB97M-V/def2-TZVPD) results for a cluster of 2 separate species, C3H2N2O in total in a non-equilibrium geometry.

- Lowest unoccupied orbital energy: -0.5 eV
- Spin multiplicity: 1

XYZ file:
```
8
C3H2N2O, DFT ωB97M-V/def2-TZVPD
C 1.34653 -2.34941 1.19691
O 1.18597 -3.21148 0.50687
N -1.99799 0.35977 -0.84971
H -0.04374 0.90669 -0.74166
C -1.85012 -0.75165 -0.10509
N -1.98200 -1.75032 0.47999
C -1.07803 1.21923 -1.09321
H -1.20131 2.20984 -1.43333
```

=====

No. 4
DFT (ωB97M-V/def2-TZVPD) results for a cluster of 2 separate species, C3H2N2O2 in total in a non-equilibrium geometry.

- Lowest unoccupied orbital energy: -0.1 eV
- Spin multiplicity: 1

XYZ file:
```
9
C3H2N2O2, DFT ωB97M-V/def2-TZVPD
N 1.19997 0.82034 -0.01416
O 3.30064 0.06428 0.60087
C 2.35680 0.57963 0.17224
C -1.36678 -1.50125 0.62545
O -1.12480 -0.54399 -1.77557
H 0.66644 1.05978 -0.78729
H -1.94100 0.52773 1.26834
N -1.73322 -0.20658 0.54197
C -1.35805 -0.79994 -0.63184
```

=====

No. 5
DFT (ωB97M-V/def2-TZVPD) results for the molecule C3H2N2O2.

- SMILES: O=c1nncco1
- Lowest unoccupied orbital energy: -1.1 eV
- Spin multiplicity: 1

XYZ file:
```
9
C3H2N2O2, DFT ωB97M-V/def2-TZVPD
N -0.27830 -1.25277 -0.00268
C 1.70196 -0.06218 0.00689
O -0.28133 1.15818 -0.01027
N 0.98768 -1.25542 -0.00420
C -1.00400 -0.02334 -0.00565
C 1.05583 1.10815 0.00132
H 2.78432 -0.13976 0.01804
H 1.51810 2.08672 0.01350
O -2.19252 0.02616 0.01042
```

=====

No. 6
DFT (ωB97M-V/def2-TZVPD) results for the molecule C3H2N2O2 in a non-equilibrium geometry.

- SMILES: O=Cc1cnon1
- Lowest unoccupied orbital energy: -0.6 eV
- Spin multiplicity: 1

XYZ file:
```
9
C3H2N2O2, DFT ωB97M-V/def2-TZVPD
C 0.20119 -0.21087 -0.08502
H 1.59880 -1.76988 -0.65345
N -0.24263 1.02274 -0.14360
O -1.24777 1.07932 0.70262
O 1.90367 -0.03775 -1.72123
N -1.47184 -0.10375 1.35416
C -0.57354 -0.91689 0.84886
C 1.32141 -0.70832 -0.89993
H -0.53910 -1.97910 1.14496
```

=====

No. 7
DFT (ωB97M-V/def2-TZVPD) results for the molecule C3H2N2O2 in a non-equilibrium geometry.

- SMILES: O=Cc1ncno1
- Lowest unoccupied orbital energy: -0.3 eV
- Spin multiplicity: 1

XYZ file:
```
9
C3H2N2O2, DFT ωB97M-V/def2-TZVPD
C 0.15845 0.32787 0.11063
H 0.13549 1.14185 2.13248
N -0.40600 -0.23194 -1.93588
C 0.84310 0.83127 1.34940
O 2.02904 0.74995 1.52974
O 0.40430 0.67496 -1.13771
C -0.95084 -0.98677 -1.03189
N -0.67790 -0.64849 0.26162
H -1.53565 -1.85870 -1.27840
```

=====

No. 8
DFT (ωB97M-V/def2-TZVPD) results for a cluster of 2 separate species, C3H2N2O2 in total in a non-equilibrium geometry.

- Lowest unoccupied orbital energy: -1.2 eV
- Spin multiplicity: 1

XYZ file:
```
9
C3H2N2O2, DFT ωB97M-V/def2-TZVPD
N -0.59502 2.12007 -1.45658
O -0.91420 -1.04936 -0.00178
C 0.21462 -0.85721 0.53877
H -1.47583 -1.81700 0.27685
C 0.48393 1.65788 -1.24342
C 0.75595 -1.59340 1.58820
H -1.44026 2.17994 -0.93540
N 1.39248 -1.93567 2.49349
O 1.57834 1.29473 -1.26013
```

=====

No. 9
DFT (ωB97M-V/def2-TZVPD) results for a structure of composition C3H2N2O2 in a non-equilibrium geometry.

- Lowest unoccupied orbital energy (spin up / spin down): 0.9 / -2.6 eV
- Spin multiplicity: 3
- <S²>: 2.021

XYZ file:
```
9
C3H2N2O2, DFT ωB97M-V/def2-TZVPD
C 0.61631 0.14369 0.83870
C -0.26553 -0.23739 -1.21123
N -1.34921 0.84311 -0.06745
H 1.37839 -0.08608 1.57127
H 1.79739 -0.60505 -0.57714
O -1.76810 0.04119 0.97680
C 0.77875 -0.39349 -0.35276
O -0.63152 -0.55556 -2.24808
N -0.55648 0.84958 1.06991
```

=====

No. 10
DFT (ωB97M-V/def2-TZVPD) results for a structure of composition C3H2N2O2S in a non-equilibrium geometry.

- Lowest unoccupied orbital energy (spin up / spin down): -0.1 / -4.1 eV
- Spin multiplicity: 3
- <S²>: 2.013

XYZ file:
```
10
C3H2N2O2S, DFT ωB97M-V/def2-TZVPD
H -1.85026 0.54535 -1.32779
O 2.22369 0.26324 1.76030
N -0.32483 0.29357 1.29701
C -1.71180 -0.29680 -0.63447
N 1.64782 -1.57031 -1.19421
O 1.10691 1.80143 0.23280
H -2.42653 -1.07424 -0.72006
C -1.11294 0.33980 0.25747
C 1.22025 -0.79348 -0.46120
S 1.22770 0.49143 0.79015
```

=====

No. 11
DFT (ωB97M-V/def2-TZVPD) results for the molecule C3H2N2O3 in a non-equilibrium geometry.

- SMILES: O=CNC(=O)C1=NO1
- Lowest unoccupied orbital energy (spin up / spin down): -0.5 / -0.5 eV
- Spin multiplicity: 1

XYZ file:
```
10
C3H2N2O3, DFT ωB97M-V/def2-TZVPD
H 0.11681 -0.68343 0.97073
C -0.28057 1.05096 0.02750
O -2.04480 -2.00943 -0.07878
C -1.80205 -0.85461 0.05289
O -0.97929 1.76573 -0.64933
C -2.85258 0.14144 0.03554
N -3.54667 0.71962 0.93054
O -3.93142 0.51600 -0.57954
N -0.55109 -0.31338 0.35437
H 0.48928 1.44129 0.75532
```

=====

No. 12
DFT (ωB97M-V/def2-TZVPD) results for the molecule C3H2N2O3 in a non-equilibrium geometry.

- SMILES: O=C1N=N/C(=C\O)O1
- Lowest unoccupied orbital energy: -1.8 eV
- Spin multiplicity: 1

XYZ file:
```
10
C3H2N2O3, DFT ωB97M-V/def2-TZVPD
N 0.22753 1.11007 -0.11045
C -0.05309 -0.20547 -0.04907
C 2.21772 0.13615 -0.18975
O 1.17710 -0.82026 -0.10448
O -2.26307 0.42063 0.18279
H -1.66942 -1.54183 0.23540
O 3.42335 -0.16303 0.22967
N 1.46298 1.39099 0.01839
C -1.33768 -0.52953 -0.05779
H -3.18543 0.20230 -0.15473
```

=====

No. 13
DFT (ωB97M-V/def2-TZVPD) results for the molecule C3H2N2O3 in a non-equilibrium geometry.

- SMILES: O=C1N=COC=NO1
- Lowest unoccupied orbital energy: -1.3 eV
- Spin multiplicity: 1

XYZ file:
```
10
C3H2N2O3, DFT ωB97M-V/def2-TZVPD
O -0.35514 1.45501 -0.05238
C 0.33727 -1.15719 -0.71185
H 0.20578 -2.01465 -1.29328
N 1.28674 -0.29816 -0.65483
O 1.67684 2.18898 -0.77785
O -1.00286 -1.26734 -0.04723
H -1.33925 -0.81434 1.92239
C 0.97729 1.07230 -0.45536
N -0.83912 1.06091 1.07949
C -0.94754 -0.22552 0.99089
```

=====

No. 14
DFT (ωB97M-V/def2-TZVPD) results for the molecule C3H2N2OS in a non-equilibrium geometry.

- Lowest unoccupied orbital energy (spin up / spin down): -2.5 / -1.3 eV
- Spin multiplicity: 1

XYZ file:
```
9
C3H2N2OS, DFT ωB97M-V/def2-TZVPD
H -2.13242 1.53278 -0.02637
C -1.18335 -0.73051 -0.06397
N -0.15354 1.31517 0.02461
N 0.10102 -0.91934 0.10103
O 3.16118 -0.91930 -0.12071
C -1.37528 0.74104 0.02328
S 2.67623 0.38063 0.14574
C 0.65105 0.28579 0.04138
H -1.74488 -1.68627 -0.12499
```

=====

No. 15
DFT (ωB97M-V/def2-TZVPD) results for the molecule C3H2N2OS in a non-equilibrium geometry.

- SMILES: S=Cc1cnon1
- Lowest unoccupied orbital energy: -1.6 eV
- Spin multiplicity: 1

XYZ file:
```
9
C3H2N2OS, DFT ωB97M-V/def2-TZVPD
H -1.55366 1.23646 0.73790
C -1.50088 0.20973 0.20997
C 0.95398 0.58214 -0.16593
C -0.18024 -0.26291 -0.05783
O 1.66214 -1.36021 -0.04433
N 0.38242 -1.52497 0.04976
N 2.11591 0.00582 -0.01893
S -2.89672 -0.63663 -0.12959
H 1.01704 1.75056 -0.58102
```

=====

No. 16
DFT (ωB97M-V/def2-TZVPD) results for the molecule C3H2N2S2 in a non-equilibrium geometry.

- SMILES: [H]/N=C1\N=CSC1=S
- Lowest unoccupied orbital energy: -2.0 eV
- Spin multiplicity: 1

XYZ file:
```
9
C3H2N2S2, DFT ωB97M-V/def2-TZVPD
S -0.23536 1.88580 0.86162
C -0.16154 0.44717 0.17218
C -0.62209 -1.90222 -0.46471
S -0.45694 -0.97242 1.06433
C 0.44193 0.08934 -1.03178
N 1.80907 0.69146 -1.37125
N -0.15001 -1.22749 -1.53291
H -0.80921 -2.93443 -0.29913
H 2.32281 0.26684 -2.24119
```

=====

No. 17
DFT (ωB97M-V/def2-TZVPD) results for a structure of composition C3H2N3Tl.

- Lowest unoccupied orbital energy (spin up / spin down): -2.1 / -2.8 eV
- Spin multiplicity: 1

XYZ file:
```
9
C3H2N3Tl, DFT ωB97M-V/def2-TZVPD
C -0.61101 -1.56444 -0.78067
H -0.79369 -2.38108 -0.06764
N 1.78111 3.43534 1.73069
N 2.21844 4.66773 3.81688
H -1.24431 -1.76211 -1.65497
C 1.13135 2.45741 1.33755
Tl -1.21195 0.36514 0.22937
N 0.56715 1.53019 0.86165
C 2.00692 4.05911 2.85635
```

=====

No. 18
DFT (ωB97M-V/def2-TZVPD) results for the molecule C3H2N4 in a non-equilibrium geometry.

- Lowest unoccupied orbital energy: 0.4 eV
- Spin multiplicity: 1

XYZ file:
```
9
C3H2N4, DFT ωB97M-V/def2-TZVPD
C 2.70314 0.82330 -0.35598
N 1.92646 0.51089 0.49226
H -2.18843 -0.97345 -0.15467
C -0.07504 -0.79601 -0.12476
H 0.27016 -1.79463 -0.32962
N -1.48549 0.90755 0.10099
C 0.57215 0.34949 0.22430
N -0.29299 1.38223 0.28023
N -1.36515 -0.39654 -0.12819
```

=====

No. 19
DFT (ωB97M-V/def2-TZVPD) results for the molecule C3H2N4 in a non-equilibrium geometry.

- Lowest unoccupied orbital energy: 0.5 eV
- Spin multiplicity: 1

XYZ file:
```
9
C3H2N4, DFT ωB97M-V/def2-TZVPD
N -1.20311 -1.57234 -0.57825
N -0.52150 -0.26506 1.32587
C 0.25515 0.43155 -0.64896
N 0.23167 0.76281 1.55480
H 0.57139 0.53484 -1.67613
C -0.71358 -2.65066 -0.69667
H 1.19823 2.06248 0.34644
N 0.71338 1.17909 0.38168
C -0.53163 -0.48270 -0.00878
```

=====

No. 20
DFT (ωB97M-V/def2-TZVPD) results for the molecule C3H2N4O in a non-equilibrium geometry.

- SMILES: O=c1nnccnn1
- Lowest unoccupied orbital energy: -1.8 eV
- Spin multiplicity: 1

XYZ file:
```
10
C3H2N4O, DFT ωB97M-V/def2-TZVPD
H -2.36192 1.14652 0.93066
N -0.65100 -1.56039 -0.35737
C -1.58151 -0.69616 0.28925
H -2.79709 -1.01748 0.64020
C -1.64402 0.66770 0.34484
O 2.30870 -0.08255 0.55415
N -0.64105 1.54037 -0.25284
C 1.11402 0.01298 0.15806
N 0.63386 1.37678 -0.52042
N 0.56654 -1.26758 -0.40606
```